Density functional theory data (ωB97M-V/def2-TZVPD) for a cluster of 5 separate species, H10O4S2 in total.

SMILES string: SS.O.O.O.O
Spin multiplicity: 1
Energy above the lowest of the compared OMol25 structures with the same formula, charge and spin (kJ/mol): 25.62

```
16
H10O4S2 | the Open Molecules 2025 dataset | ωB97M-V/def2-TZVPD
O -0.244 1.463 0.235
S 0.469 -1.059 4.247
H 1.095 -1.652 -0.560
O -1.547 1.709 -2.432
H -0.889 1.585 0.899
O -0.042 -0.501 -3.642
H 1.136 -0.062 3.651
H 1.465 -1.709 6.512
H 0.387 -0.997 -1.730
H -0.012 0.595 -0.130
S 2.171 -1.611 5.395
H -0.558 -1.237 -3.952
H -1.377 1.687 -1.485
H -1.761 2.595 -2.716
O 0.404 -1.013 -0.759
H -0.698 0.207 -3.534
```

---

Density functional theory data (ωB97M-V/def2-TZVPD) for a cluster of 2 separate species, C3H5NOS in total.

Spin multiplicity: 1
Energy above the lowest of the compared OMol25 structures with the same formula, charge and spin (kJ/mol): 573.89

```
11
C3H5NOS | the Open Molecules 2025 dataset | ωB97M-V/def2-TZVPD
C -1.110 0.998 -0.026
H -1.004 -2.261 0.347
C -0.337 -1.617 -0.057
C -0.381 -0.291 -0.085
O 1.626 1.528 0.076
S 2.617 -0.810 0.037
H -2.022 0.955 -0.555
H -0.531 1.860 -0.353
H -1.054 1.425 0.994
N 1.607 0.277 -0.057
H 0.589 -2.064 -0.321
```

---

Density functional theory data (ωB97M-V/def2-TZVPD) for a cluster of 6 separate species, C46H76Br2N2O9Si in total.

SMILES string: C#CCO[C@H](CCCCn1cccc1)[C@H](CCC(=O)Nc1ccccc1)O[C@H](CCO[Si](C)(C)C)[C@@H](Br)[C@@H](C)Br.CC(C)=O.CC(C)=O.CC(C)=O.CC(C)=O.CC(C)=O
Spin multiplicity: 1
E (eV): -218303.1404

```
136
C46H76Br2N2O9Si | the Open Molecules 2025 dataset | ωB97M-V/def2-TZVPD
H -0.451 3.678 -4.086
Br 1.820 3.390 -5.052
Si 1.758 -0.959 0.750
H -2.982 -1.385 6.134
H 7.508 -3.562 -4.292
H -7.993 -0.713 0.889
H -0.210 3.558 2.075
C -1.290 3.524 1.823
C 2.558 -9.681 -2.957
H 2.090 -0.343 -1.879
C -4.157 -1.636 3.549
C 4.032 -5.708 -0.260
H 5.062 -5.470 -2.123
H 6.297 -2.475 -3.590
H -4.155 -2.111 2.570
C 6.378 1.622 2.807
H -10.809 4.874 0.958
H 2.721 -0.700 3.052
H 5.102 0.118 1.805
O -1.796 -1.770 3.322
O 7.486 -2.531 -1.393
N -6.510 2.051 -0.101
C -1.710 2.137 1.393
O 3.093 -5.107 0.216
C -1.253 4.454 -0.376
O -1.716 4.562 0.970
C 5.177 1.066 2.342
H 0.771 -0.031 -4.018
H 10.049 -2.029 -3.020
C 2.257 3.965 0.935
Br -2.471 2.008 -4.513
C 5.052 -5.015 -1.130
H 5.223 4.524 4.203
C -6.766 -0.081 -0.888
H -0.352 1.657 -5.828
C -10.392 3.877 1.109
H 3.216 -2.578 -0.562
H 2.047 3.084 3.406
H 2.415 1.522 -3.046
C 6.432 2.838 3.479
O -9.119 3.384 3.053
H -1.179 5.493 -0.759
H 3.430 -7.548 0.630
H -4.669 -0.675 3.471
H 1.065 0.076 2.865
H 4.207 -7.723 -0.954
H -7.696 1.835 1.739
H 3.575 -2.582 1.223
H -4.316 4.354 -2.006
H -4.112 3.744 0.997
H -0.341 2.051 -2.094
H 1.710 5.445 -0.556
H 2.414 2.414 -1.492
H 7.297 1.055 2.621
H -0.677 -1.695 0.839
H -4.684 -2.283 4.253
H 0.390 -3.031 0.423
H 6.041 -5.087 -0.674
H 1.793 -10.664 -4.701
C 0.229 -1.947 0.251
H -2.967 0.223 5.352
H -3.639 5.306 -0.641
O 3.271 -8.711 -2.838
H -5.634 1.580 -1.924
H -1.460 -0.690 5.549
C 1.503 0.471 -1.396
H -0.864 0.126 -3.216
H 4.128 -1.209 0.222
C -7.449 0.090 0.389
C -6.238 1.173 -1.107
H -2.001 4.093 -2.356
N 2.802 3.769 3.451
H 0.501 -9.989 -2.443
C 8.083 -2.653 -2.438
H -0.743 -0.493 -4.852
H 9.965 -2.852 -1.453
H 3.191 3.835 0.364
C 0.223 2.809 -4.035
C 0.517 2.611 -2.521
C 1.475 -9.988 -1.953
C -4.454 3.394 0.009
C -2.528 -0.776 5.351
C -6.022 3.427 -0.101
H -11.054 3.126 0.675
H 1.179 -1.687 3.043
C -11.446 3.648 3.448
H 2.953 -11.633 -3.747
H 4.791 -3.964 -1.228
H 7.382 3.240 3.843
C 0.173 3.851 -0.540
H 3.525 -10.294 -4.756
C -1.785 1.048 0.857
H -12.154 2.887 3.116
H -1.801 3.694 2.792
H 0.635 5.425 0.921
C -3.748 4.289 -1.062
C 1.705 -0.802 2.642
H -6.382 3.881 0.839
H 1.660 -10.958 -1.490
C -10.211 3.614 2.583
C -2.293 3.786 -1.338
C -2.735 -1.428 4.006
C 4.033 3.022 3.250
C -0.289 0.233 -4.152
H 1.476 -9.223 -1.177
C 4.002 1.778 2.579
O 2.763 5.834 2.403
H 0.275 2.808 -0.199
C 5.241 3.553 3.697
H 9.822 -3.800 -2.943
C 4.232 -7.179 -0.008
H 5.186 -7.345 0.496
H -6.662 -0.954 -1.527
H -6.360 4.015 -0.968
H -2.037 0.068 0.487
C 1.799 1.802 -2.179
H -9.425 3.821 0.611
H 0.424 0.245 -1.463
C 2.621 4.649 2.277
C 9.579 -2.846 -2.471
H 3.014 1.442 2.241
C -7.282 1.390 0.817
H -4.061 2.372 -0.108
O 1.874 0.569 -0.017
H 1.871 2.960 1.189
C -0.522 1.639 -4.745
H -2.232 2.684 -1.307
C 1.181 4.818 0.178
O 0.510 3.915 -1.938
C 7.363 -2.619 -3.763
H -11.169 3.442 4.481
H 7.735 -1.791 -4.369
C 3.325 -1.967 0.343
C 2.714 -10.634 -4.116
H -11.909 4.635 3.398
H -0.032 -1.848 -0.819
```

---

Density functional theory data (ωB97M-V/def2-TZVPD) for a structure of composition C6H8Br4F6O6S2Ti.

Total charge: -1
Spin multiplicity: 4
Energy above the lowest of the compared OMol25 structures with the same formula, charge and spin (kJ/mol): 777.41

```
33
C6H8Br4F6O6S2Ti | the Open Molecules 2025 dataset | ωB97M-V/def2-TZVPD
H 3.401 1.337 3.382
Br -6.557 2.842 -0.290
C -5.881 5.554 -1.176
H -7.921 4.766 -1.455
H -6.217 6.591 -1.165
C -0.313 -2.209 -6.898
Br 6.200 3.160 2.892
H 3.976 3.851 1.741
Ti -3.169 -1.906 1.127
H 4.377 2.122 1.305
C 4.313 2.875 2.090
O 0.319 -4.390 -5.330
O 3.702 -4.077 2.519
F -0.624 -0.876 -6.824
F 3.375 -3.740 5.884
O -0.966 -2.552 -4.261
F 2.615 -5.753 5.841
O 1.443 -4.250 3.316
F -1.349 -2.948 -7.219
H 3.194 3.045 3.981
H -5.088 5.527 -0.428
O 2.857 -6.134 2.750
C -7.096 4.734 -0.744
C 3.418 -4.881 5.225
H -7.410 5.107 0.231
Br 1.486 2.548 2.357
Br -5.165 5.082 -2.994
S 2.794 -4.787 3.364
S 0.182 -2.929 -5.132
O 1.519 -2.385 -4.761
F 4.643 -5.281 5.267
C 3.269 2.385 3.116
F 0.674 -2.427 -7.711
```

---

Density functional theory data (ωB97M-V/def2-TZVPD) for a cluster of 2 separate species, C6H9ClFNO5 in total.

SMILES string: O=C(NCl)OCCF.O=C1OCCO1
Spin multiplicity: 1
E (eV): -33333.8943

```
23
C6H9ClFNO5 | the Open Molecules 2025 dataset | ωB97M-V/def2-TZVPD
C 2.200 -1.997 -3.824
O 3.129 -2.047 -2.736
C 1.340 -0.804 -3.457
H -1.612 -0.673 1.736
H -1.318 2.455 1.928
O -2.726 1.149 2.761
C 2.570 -1.434 -1.665
H -1.841 2.774 3.568
Cl -1.242 0.123 -0.318
H 0.303 -0.907 -3.766
H 2.731 -1.875 -4.764
N -2.245 -0.336 1.024
C -2.993 0.784 1.482
F -0.518 1.218 4.838
H -0.322 0.252 3.106
C -1.564 1.994 2.875
O 1.430 -0.796 -2.028
H 1.634 -2.929 -3.846
H 0.527 1.798 3.220
O -3.848 1.298 0.808
C -0.384 1.268 3.467
H 1.741 0.136 -3.840
O 3.011 -1.452 -0.569
```

---

Density functional theory data (ωB97M-V/def2-TZVPD) for a structure of composition C21H43LaN2P3S.

Total charge: +3
Spin multiplicity: 1
Energy above the lowest of the compared OMol25 structures with the same formula, charge and spin (kJ/mol): 253.24

```
71
C21H43LaN2P3S | the Open Molecules 2025 dataset | ωB97M-V/def2-TZVPD
H -0.569 1.665 2.456
H -3.147 -0.654 3.373
H 4.479 -4.719 -0.322
C -3.411 1.522 -1.238
H -2.540 -1.709 -3.882
H 1.698 3.391 -2.397
H -5.247 4.212 -1.138
P 0.331 1.917 -0.944
H -0.100 -1.413 -4.201
C 3.698 -1.415 -0.713
H -5.799 2.482 -3.164
H 0.262 4.346 -0.456
C -2.786 -4.326 -2.830
C -4.133 1.017 -3.213
H 2.589 1.294 -0.200
C -5.002 3.321 -0.553
C -0.948 -2.089 2.541
H -0.837 3.421 0.608
H 0.615 0.385 2.801
C 3.276 -2.053 2.016
H -4.244 3.585 0.188
H -3.362 0.756 2.317
H 3.622 -1.691 -1.747
C -3.076 -0.293 2.350
H -1.302 3.733 -1.085
C 0.455 -2.800 -2.558
C 1.058 2.498 -2.535
H -4.206 0.430 -4.101
H -0.828 0.560 3.830
H 4.297 -2.127 2.385
H 0.249 2.739 -3.243
H -1.321 -2.087 3.558
P -1.377 -0.526 1.792
H 1.661 1.683 -2.967
La -1.548 -0.717 -1.211
C -1.839 -2.163 -3.217
H 2.951 -1.015 1.997
H -3.413 -2.599 -1.675
N -4.483 2.290 -1.454
H -5.894 2.979 -0.016
C -0.051 -3.643 -1.501
H 2.622 -2.572 2.712
H 2.286 3.010 0.094
H 5.480 -3.214 -0.043
H 4.719 -1.165 -0.488
C -1.971 -4.188 -3.984
H -1.743 -3.915 -0.218
H -3.909 -4.404 -2.986
C 4.639 -3.846 0.348
H -3.775 -0.853 1.729
C -1.334 -3.367 -1.024
C -0.423 -2.032 -3.368
C 1.839 2.015 0.128
P 3.140 -2.788 0.402
H 1.493 -2.956 -2.894
H -2.457 -3.985 -4.932
H 1.580 1.798 1.165
C -0.459 3.514 -0.417
C -4.961 1.987 -2.728
H 0.133 -2.239 2.553
S 0.911 -5.108 -0.929
H -1.396 -2.917 1.998
H -2.449 -5.021 -2.059
C -2.387 -2.921 -2.055
H -1.029 -4.626 -4.006
N -3.110 0.744 -2.307
H -2.883 1.569 -0.282
C -0.450 0.636 2.807
H 4.864 -4.229 1.363
H 1.706 -4.374 -0.163
H 3.024 -0.575 -0.559
```

---

What did the fifth record say?
Density functional theory data (ωB97M-V/def2-TZVPD) for a cluster of 2 separate species, C6H9ClFNO5 in total.

SMILES string: O=C(NCl)OCCF.O=C1OCCO1
Spin multiplicity: 1
E (eV): -33333.8943

```
23
C6H9ClFNO5 | the Open Molecules 2025 dataset | ωB97M-V/def2-TZVPD
C 2.200 -1.997 -3.824
O 3.129 -2.047 -2.736
C 1.340 -0.804 -3.457
H -1.612 -0.673 1.736
H -1.318 2.455 1.928
O -2.726 1.149 2.761
C 2.570 -1.434 -1.665
H -1.841 2.774 3.568
Cl -1.242 0.123 -0.318
H 0.303 -0.907 -3.766
H 2.731 -1.875 -4.764
N -2.245 -0.336 1.024
C -2.993 0.784 1.482
F -0.518 1.218 4.838
H -0.322 0.252 3.106
C -1.564 1.994 2.875
O 1.430 -0.796 -2.028
H 1.634 -2.929 -3.846
H 0.527 1.798 3.220
O -3.848 1.298 0.808
C -0.384 1.268 3.467
H 1.741 0.136 -3.840
O 3.011 -1.452 -0.569
```

---

Which value of spin multiplicity does entry 1 give? 1